No. 1
ORCA calculation (wB97M-V/def2-TZVPD) on 2 unconnected molecules or ions with the total composition C5H9N3S2 in a non-equilibrium geometry.

ORCA input file:
```
! RIJCOSX wB97M-V def2-TZVPD def2/J DEFGRID3
* xyz 0 1
H 0.597 -2.232 -1.323
S 0.209 3.901 0.379
H 1.784 -2.332 -0.159
C 1.802 4.222 0.809
N 2.463 3.078 1.135
S 3.315 0.602 1.105
C 2.014 1.716 0.950
H -2.816 -0.283 0.410
H 1.423 -0.917 -0.989
H -2.405 1.904 -0.257
H 0.788 0.196 0.365
C -0.372 1.851 0.234
H -1.139 -0.591 0.863
H -1.706 -0.560 -0.819
N 1.059 -1.799 -0.578
C -1.826 -0.085 0.151
N 0.844 1.217 0.466
C -1.550 1.345 0.072
H 3.485 3.089 1.304
*
```

frontier orbital gap	8.333	eV
LUMO	-0.35	eV
highest occupied orbital energy	-0.3193	hartree

No. 2
ORCA calculation (wB97M-V/def2-TZVPD) on 2 unconnected molecules or ions with the total composition C5H9N4 in a non-equilibrium geometry.

ORCA input file:
```
! RIJCOSX wB97M-V def2-TZVPD def2/J DEFGRID3
* xyz 1 1
N 2.559 0.263 -0.527
C -0.343 -1.302 -0.366
C -2.572 -0.638 0.227
H 2.092 -0.367 -1.101
C -2.127 0.728 0.206
H -2.783 1.485 0.315
H 3.374 0.381 1.253
H 0.872 2.066 -0.131
H -1.834 -2.775 -0.064
N 3.152 -0.212 0.474
H -3.511 -0.882 0.677
H 3.564 -1.134 0.525
H -0.432 2.993 -0.540
H 0.407 -2.075 -0.486
C -0.730 0.982 0.011
N 0.096 -0.060 -0.323
C -1.654 -1.672 -0.158
N -0.130 2.218 0.009
*
```

frontier orbital gap	5.867	eV
LUMO	-6.27	eV
highest occupied orbital energy	-0.4460	hartree

No. 3
ORCA calculation (wB97M-V/def2-TZVPD) on a gas-phase ion, C5H9N4 (charge +1) in a non-equilibrium geometry.

ORCA input file:
```
! RIJCOSX wB97M-V def2-TZVPD def2/J DEFGRID3
* xyz 1 1
C 0.013 -2.540 0.743
C -1.331 1.117 -1.123
H -1.093 3.176 -1.018
H -2.221 1.176 -1.790
C 0.592 1.998 -0.204
H -0.026 0.351 1.470
N -0.851 0.027 -0.498
H 0.843 -4.077 1.676
C -1.422 -1.157 -0.802
N 0.151 -3.717 1.023
N -0.707 2.222 -0.931
C 0.334 0.526 0.289
H -1.424 -3.077 -0.559
H 1.155 -0.014 0.084
N -0.982 -2.216 -0.249
H 0.713 2.765 0.630
H 0.600 -1.783 1.264
H 1.380 2.067 -0.896
*
```

frontier orbital gap	8.831	eV
LUMO	-3.95	eV
highest occupied orbital energy	-0.4696	hartree

No. 4
ORCA calculation (wB97M-V/def2-TZVPD) on a gas-phase ion, C5H9N4O (charge +1) in a non-equilibrium geometry.

ORCA input file:
```
! RIJCOSX wB97M-V def2-TZVPD def2/J DEFGRID3
* xyz 1 1
C 1.507 0.475 2.139
C -1.274 -1.916 -2.245
N 0.946 0.075 -0.361
O 0.023 -1.483 -1.789
H -1.346 -2.977 -2.039
H 1.864 0.084 -0.887
H -3.378 0.319 -0.388
N -0.677 0.988 1.105
H 2.781 1.682 0.876
H -1.490 -1.876 -3.257
C 1.753 1.691 1.325
C 0.674 0.760 0.883
N -1.467 0.555 0.304
H 2.384 -0.367 2.050
H 0.950 0.450 3.028
C -0.040 -0.686 -0.783
N -2.600 0.879 0.031
H 1.423 2.663 1.638
H -2.035 -1.317 -1.630
*
```

frontier orbital gap (spin up / spin down)	7.882 / 7.879	eV
LUMO (spin up / spin down)	-5.54 / -5.54	eV
highest occupied orbital energy (spin up / spin down)	-0.4932 / -0.4932	hartree

Asked for relative energy (zero: lowest compared OMol25 entry of this formula, charge and spin) across the records above, the calculation gives 71.14 356.81 343.25 750.22 kJ/mol in order.